[1]
22
Properties=species:S:1:pos:R:3 method="wB97M-V/def2-TZVPD" homo_lumo_gap_ev=8.4
C -3.359 0.129 -0.271
C -1.848 0.578 -0.049
N -1.108 -0.476 -0.630
C -0.399 -1.336 -0.012
N -0.055 -2.466 -0.653
O -0.091 -1.281 1.324
N 0.321 -0.118 1.869
N 1.042 0.699 1.251
S 1.905 0.552 -0.208
C 3.436 1.416 0.240
O 2.192 -0.859 -0.437
O 1.152 1.305 -1.182
H -3.494 -0.138 -1.386
H -3.560 -0.692 0.433
H -3.909 1.034 0.023
H -1.609 0.725 1.121
H -1.823 1.598 -0.551
H -0.615 -2.654 -1.416
H 0.729 -3.032 -0.417
H 3.213 2.046 1.111
H 4.258 0.832 0.352
H 3.620 2.140 -0.511

=====

[2]
18
Properties=species:S:1:pos:R:3 method="wB97M-V/def2-TZVPD" smiles="[H]/N=C(/CS)[C@H](C)[NH3+]" homo_lumo_gap_ev=9.9 charge=+1
H 2.357 -0.327 1.350
N 1.762 -1.132 1.136
C 0.685 -0.823 0.605
C -0.631 -1.581 0.672
S -1.112 -2.130 -1.019
C 0.487 0.767 -0.274
C -0.184 1.667 0.731
N -0.290 0.646 -1.468
H -1.295 -0.801 1.117
H -0.682 -2.541 1.172
H 0.144 -2.646 -1.508
H 1.532 1.128 -0.346
H 0.405 1.918 1.705
H -1.129 1.272 1.147
H -0.453 2.670 0.242
H 0.303 0.706 -2.264
H -1.009 1.434 -1.381
H -0.891 -0.227 -1.617

=====

[3]
28
Properties=species:S:1:pos:R:3 method="wB97M-V/def2-TZVPD" multiplicity=2 homo_lumo_gap_ev="3.0 / 7.4" charge=-1 s_squared=0.760
C -0.546 2.734 1.767
C 2.234 0.966 -0.101
C 1.541 1.593 0.950
C 1.517 0.614 -1.260
C 0.227 2.110 0.635
C 0.304 1.219 -1.547
C -0.327 1.934 -0.569
O 2.138 0.035 -2.361
H 3.226 0.460 0.056
H 2.047 1.659 1.872
H 2.394 -0.931 -2.072
H -0.286 0.981 -2.370
H -0.328 3.775 1.570
H -0.176 2.508 2.840
H -1.259 2.546 -0.870
H -1.616 2.420 1.689
C -0.159 -2.198 -0.187
C -0.831 -2.820 -1.426
C -1.079 -2.027 1.033
O -1.026 -2.680 2.011
N -1.829 -0.864 1.159
H 0.632 -2.836 0.158
H 0.297 -1.186 -0.158
H -1.084 -2.214 -2.332
H -2.318 -0.693 2.042
H -1.725 -0.215 0.408
H -1.787 -3.358 -1.161
H -0.181 -3.532 -1.776

=====

[4]
112
Properties=species:S:1:pos:R:3 method="wB97M-V/def2-TZVPD" homo_lumo_gap_ev=1.3
C -0.723 -5.465 4.222
C -0.857 -3.887 4.316
O -1.333 -3.315 3.075
C -0.566 -2.135 2.801
C -1.307 -1.132 1.856
N -1.573 -1.658 0.479
C -2.980 -2.042 0.052
O -4.100 -1.582 0.821
C -4.652 -2.575 1.569
N -4.923 -3.506 2.185
C -3.061 -2.033 -1.541
I -4.370 -3.622 -2.348
P -3.970 -0.541 -2.373
N -4.795 -0.988 -3.660
C -1.464 -2.104 -1.815
O -1.468 -1.453 -3.143
N -0.153 -1.515 -3.642
O -0.021 -0.642 -4.420
O -0.818 -3.301 -2.156
C -0.907 -4.422 -1.370
O -0.320 -4.636 -0.326
C -1.674 -5.709 -1.860
C -2.615 -6.252 -0.853
C -3.450 -7.411 -1.138
C -3.328 -8.008 -2.478
C -2.375 -7.475 -3.468
C -1.523 -6.298 -3.182
C -0.838 -1.096 -0.714
C -1.060 0.472 -0.972
C -2.241 1.169 -0.203
P -1.638 2.660 0.777
O -0.949 3.586 -0.157
O -2.912 3.408 1.576
C -4.078 3.523 0.721
C -5.119 2.395 1.143
O -0.565 2.203 1.975
C -0.981 2.639 3.299
C 0.081 2.241 4.417
C 0.758 -1.033 -0.577
C 1.575 -2.345 -0.580
O 1.984 -2.748 -1.650
O 1.957 -3.083 0.543
C 3.172 -3.784 0.231
C 3.184 -5.260 -0.306
O 4.229 -3.242 0.338
H -0.549 -5.822 5.278
H 0.233 -5.662 3.663
H -1.615 -5.940 3.748
H 0.169 -3.514 4.598
H -1.528 -3.607 5.183
H -0.396 -1.593 3.773
H 0.444 -2.413 2.392
H -2.219 -0.774 2.407
H -0.643 -0.226 1.756
H -1.155 -2.614 0.567
H -3.005 -3.163 0.250
H -3.071 0.466 -2.804
H -4.796 0.025 -1.363
H -4.460 -0.463 -4.474
H -2.705 -5.758 0.150
H -4.134 -7.778 -0.340
H -3.996 -8.879 -2.706
H -2.360 -7.987 -4.455
H -0.824 -5.863 -3.936
H -0.142 1.065 -0.672
H -1.171 0.715 -2.062
H -2.951 1.601 -0.966
H -2.867 0.562 0.495
H -3.818 3.493 -0.367
H -4.538 4.524 0.929
H -4.551 1.652 1.766
H -5.883 2.866 1.814
H -5.619 1.914 0.264
H -1.943 2.148 3.598
H -1.052 3.763 3.318
H 1.097 2.032 3.995
H -0.280 1.397 5.066
H 0.188 3.128 5.107
H 1.110 -0.436 -1.464
H 1.004 -0.453 0.361
H 3.627 -5.991 0.410
H 2.172 -5.553 -0.697
H 3.853 -5.227 -1.214
C 5.979 5.197 0.679
C 5.160 5.928 -0.403
C 5.539 5.380 -1.793
C 5.047 3.966 -2.091
C 3.768 3.597 -1.338
C 2.915 4.799 -0.883
N 3.751 5.669 -0.060
O 3.085 6.750 0.417
C 1.791 4.223 -0.008
C 2.272 5.473 -2.107
C 5.597 7.400 -0.394
H 5.755 5.594 1.672
H 7.057 5.316 0.512
H 5.767 4.126 0.699
H 5.144 6.049 -2.563
H 6.627 5.409 -1.924
H 4.884 3.870 -3.170
H 5.827 3.239 -1.844
H 3.172 2.917 -1.956
H 4.050 3.010 -0.457
H 2.197 3.773 0.903
H 1.241 3.446 -0.542
H 1.069 4.985 0.285
H 1.658 4.753 -2.660
H 3.007 5.874 -2.809
H 1.615 6.294 -1.813
H 6.668 7.481 -0.608
H 5.434 7.871 0.577
H 5.066 7.980 -1.152

=====

[5]
60
Properties=species:S:1:pos:R:3 method="wB97M-V/def2-TZVPD" homo_lumo_gap_ev="3.0 / 3.0"
P 0.826 -2.160 0.542
P 1.088 2.399 0.931
C 0.708 -0.584 -0.373
C 1.530 0.576 0.282
H -0.243 -0.309 -0.918
H 1.243 -0.694 -1.326
H 1.890 0.146 1.231
H 2.441 0.805 -0.303
C -0.499 2.907 0.212
H -1.297 3.092 0.949
H -0.776 2.106 -0.521
H -0.385 3.809 -0.409
C 2.167 3.381 -0.193
H 1.569 3.743 -1.034
H 2.984 2.736 -0.525
H 2.528 4.227 0.405
C -0.381 -3.313 -0.130
H -0.365 -4.192 0.511
H -0.179 -3.615 -1.161
H -1.410 -2.909 -0.071
C 2.496 -2.860 0.668
H 3.278 -2.123 0.902
H 2.874 -3.447 -0.166
H 2.502 -3.547 1.527
Ba -1.955 0.181 0.645
C -0.323 1.222 -2.508
C -1.683 1.183 -2.354
C -2.517 0.525 -3.426
C -2.097 -0.893 -3.832
C -1.304 -1.572 -2.747
C 0.036 -1.661 -2.816
C 0.937 -0.738 -3.584
C 0.453 0.741 -3.680
C 0.570 -1.926 2.285
H 0.283 1.852 -1.840
H -2.249 2.034 -1.914
H -2.516 1.109 -4.373
H -3.564 0.505 -3.079
H -3.009 -1.500 -4.011
H -1.488 -0.946 -4.763
H -1.861 -2.080 -1.948
H 0.560 -2.551 -2.434
H 1.092 -1.061 -4.637
H 1.935 -0.731 -3.109
H 1.359 1.385 -3.783
H -0.146 0.913 -4.586
H 0.967 -0.994 2.693
H 1.075 -2.748 2.793
H -0.461 -1.994 2.608
C -1.807 0.637 5.509
C -1.025 1.031 4.250
C 0.434 0.923 4.672
O -1.367 0.391 3.020
H -1.775 -0.436 5.767
H -2.850 0.927 5.370
H -1.367 1.221 6.340
H -1.281 2.109 4.077
H 0.773 -0.127 4.794
H 1.056 1.449 3.941
H 0.529 1.446 5.634

=====

[6]
65
Properties=species:S:1:pos:R:3 method="wB97M-V/def2-TZVPD" homo_lumo_gap_ev=7.0 charge=+2
Pt -0.926 -0.006 -0.930
C -1.444 2.213 2.906
C -1.648 1.643 1.537
N -0.627 1.241 0.850
N 0.601 1.354 1.487
C 1.522 2.010 0.904
S 1.434 2.839 -0.688
S 2.900 2.544 1.831
C 4.329 2.064 0.804
C 4.865 0.708 1.159
C 4.153 -0.446 0.842
C 4.640 -1.692 1.199
C 5.849 -1.801 1.875
C 6.564 -0.657 2.191
C 6.071 0.591 1.838
C -2.990 1.631 0.923
C -4.138 1.764 1.721
C -5.398 1.883 1.174
C -5.546 1.898 -0.207
C -4.440 1.766 -1.025
C -3.169 1.624 -0.477
O -2.127 1.523 -1.334
H -1.237 3.284 2.827
H -2.322 2.098 3.529
H -0.586 1.747 3.386
H 4.026 2.143 -0.240
H 5.073 2.839 0.984
H 3.198 -0.363 0.330
H 4.077 -2.586 0.960
H 6.229 -2.774 2.157
H 7.506 -0.734 2.717
H 6.633 1.482 2.093
H -4.048 1.771 2.797
H -6.261 1.975 1.820
H -6.529 2.007 -0.647
H -4.538 1.759 -2.103
C -4.273 -2.786 -1.931
C -3.143 -2.196 -1.147
O -2.502 -1.247 -1.638
N -2.878 -2.729 0.051
C -1.797 -2.290 0.924
C -0.441 -2.611 0.344
C 0.124 -3.859 0.541
C 1.332 -4.175 -0.056
C 1.950 -3.212 -0.839
C 1.336 -1.988 -0.994
N 0.162 -1.682 -0.420
H -4.816 -1.980 -2.421
H -4.954 -3.367 -1.313
H -3.858 -3.431 -2.706
H -3.439 -3.512 0.344
H -1.914 -2.801 1.878
H -1.893 -1.221 1.111
H -0.391 -4.578 1.164
H 1.781 -5.148 0.085
H 2.895 -3.397 -1.330
H 1.792 -1.225 -1.606
N -0.689 2.863 -3.330
C 0.488 2.321 -3.376
N 1.349 2.486 -4.362
S 1.049 1.254 -2.044
H -0.994 3.501 -4.054
H -1.364 2.571 -2.573
H 1.118 3.014 -5.192
H 2.272 2.085 -4.299

=====

[7]
48
Properties=species:S:1:pos:R:3 method="wB97M-V/def2-TZVPD" multiplicity=4 homo_lumo_gap_ev="5.5 / 5.6" s_squared=3.782
C 0.665 0.081 -3.719
C 0.466 0.383 -2.411
N 0.602 -0.588 -1.522
C 0.905 -1.851 -1.798
C 1.089 -2.197 -3.096
C 0.975 -1.229 -4.096
C 0.044 1.777 -1.941
P 0.506 2.253 -0.192
Nd 0.121 -0.041 0.745
P 0.085 -2.570 0.909
C 1.118 -2.831 -0.633
O -3.049 2.438 -1.802
O -3.306 1.501 0.743
H 0.572 0.871 -4.479
H 1.339 -3.239 -3.353
H 1.125 -1.488 -5.148
C 2.178 2.720 -0.147
C -0.548 3.475 0.384
H 0.944 -3.864 -0.955
H 2.162 -2.745 -0.290
H -1.072 1.882 -1.973
H 0.470 2.551 -2.597
C 0.937 -3.200 2.267
C -1.475 -3.277 0.683
H -2.569 0.849 0.594
H -3.149 1.828 1.641
H -3.236 2.249 -0.847
H -3.489 1.717 -2.261
H 1.846 -0.163 1.123
H -1.586 -0.062 0.214
H 2.254 3.650 -0.707
H 2.493 2.889 0.899
H 2.851 1.961 -0.574
H -0.412 4.344 -0.262
H -1.609 3.162 0.374
H -0.278 3.725 1.418
H -1.326 -4.353 0.628
H -2.124 -3.035 1.544
H -1.984 -2.912 -0.222
H 0.981 -4.280 2.135
H 1.952 -2.781 2.367
H 0.386 -2.956 3.187
C 0.797 0.559 4.003
C -0.363 0.466 3.065
O -1.484 0.578 3.366
H 1.742 0.398 3.491
H 0.664 -0.206 4.786
H 0.789 1.563 4.461

=====

[8]
110
Properties=species:S:1:pos:R:3 method="wB97M-V/def2-TZVPD" homo_lumo_gap_ev=6.4 charge=-1
Bi -0.192 1.630 0.113
C -4.083 2.052 0.315
Si -2.644 0.867 -0.343
C -2.992 -0.768 0.542
C -4.243 -1.302 0.273
C -4.677 -2.475 0.863
C -3.833 -3.074 1.811
C -2.598 -2.560 2.134
C -2.161 -1.408 1.502
P -0.592 -0.563 2.004
C -0.796 0.091 3.713
C 0.120 1.060 4.116
C 0.224 1.529 5.424
C -0.578 0.986 6.403
C -1.580 0.117 5.991
C -1.750 -0.280 4.664
C 0.672 -1.866 2.401
C 1.756 -1.633 3.238
C 2.622 -2.647 3.612
C 2.410 -3.983 3.140
C 1.379 -4.151 2.249
C 0.513 -3.142 1.894
C -2.931 0.455 -2.099
C -4.132 0.895 -2.654
C -4.426 0.560 -4.002
C -3.446 -0.133 -4.767
C -2.261 -0.532 -4.217
C -2.032 -0.277 -2.880
P -0.559 -1.014 -2.076
C -0.884 -2.793 -2.318
C -0.748 -3.516 -3.473
C -0.943 -4.858 -3.484
C -1.318 -5.550 -2.361
C -1.480 -4.817 -1.168
C -1.266 -3.458 -1.140
C 0.756 -0.595 -3.310
C 0.697 0.538 -4.035
C 1.772 0.939 -4.999
C 2.551 -0.257 -5.403
C 2.691 -1.334 -4.664
C 2.032 -1.479 -3.334
H -5.073 1.594 0.042
H -4.076 3.038 -0.117
H -3.978 2.066 1.401
H -4.833 -0.799 -0.514
H -5.623 -2.957 0.695
H -4.151 -3.953 2.335
H -2.042 -2.937 2.973
H 0.869 1.366 3.355
H 1.064 2.139 5.674
H -0.368 1.216 7.419
H -2.228 -0.326 6.756
H -2.425 -1.084 4.350
H 1.959 -0.586 3.560
H 3.392 -2.368 4.341
H 2.941 -4.850 3.540
H 1.153 -5.110 1.751
H -0.178 -3.353 1.115
H -4.775 1.632 -2.173
H -5.330 0.921 -4.441
H -3.602 -0.317 -5.819
H -1.587 -1.138 -4.798
H -0.450 -3.027 -4.408
H -0.717 -5.419 -4.424
H -1.542 -6.636 -2.433
H -1.754 -5.298 -0.230
H -1.402 -2.799 -0.288
H -0.204 1.151 -4.005
H 1.354 1.421 -5.880
H 3.094 -0.160 -6.336
H 3.339 -2.083 -5.027
H 1.754 -2.508 -3.130
O 1.646 -2.593 -0.870
N 2.724 -1.852 -0.987
C 3.577 -1.730 0.076
C 4.721 -1.014 -0.052
C 4.952 -0.293 -1.203
C 4.089 -0.354 -2.251
C 2.956 -1.179 -2.134
S 2.876 2.237 -4.279
H 3.357 -2.260 0.996
H 5.476 -1.044 0.710
H 5.895 0.305 -1.298
H 4.263 0.115 -3.162
O 0.489 6.711 1.321
P 0.387 5.173 0.944
O -1.237 4.899 1.196
O 1.213 4.178 1.609
O 0.652 5.338 -0.576
P 0.531 4.264 -1.862
O 1.872 3.504 -1.811
O 0.328 4.934 -3.135
O -0.617 3.339 -1.368
H -0.004 6.901 2.127
H 2.085 3.020 -2.735
Cl -1.201 5.114 4.342
C -2.374 4.259 3.230
Cl -3.022 2.955 4.127
Cl -3.611 5.438 2.797
C -1.630 3.818 1.991
N -1.379 2.622 1.759
N 4.576 2.521 2.504
C 3.677 2.061 1.622
O 2.819 1.247 2.022
C 3.547 2.613 0.245
I 5.089 3.934 -0.501
H 4.448 2.299 3.496
H 5.163 3.328 2.275
H 2.687 3.278 0.344
H 3.352 1.823 -0.467

=====

[9]
9
Properties=species:S:1:pos:R:3 method="wB97M-V/def2-TZVPD" smiles="O=[P@](O)(Cl)CCl" homo_lumo_gap_ev=11.3
O 0.154 -0.457 -1.874
P 0.192 -0.496 -0.422
O 1.669 -0.207 0.180
Cl -0.391 -2.144 0.429
C -0.644 0.923 0.331
Cl -2.407 0.793 0.086
H 2.000 -1.141 0.329
H -0.442 1.684 -0.307
H -0.131 1.043 1.248

=====

Copy entry 7 word for word.
48
Properties=species:S:1:pos:R:3 method="wB97M-V/def2-TZVPD" multiplicity=4 homo_lumo_gap_ev="5.5 / 5.6" s_squared=3.782
C 0.665 0.081 -3.719
C 0.466 0.383 -2.411
N 0.602 -0.588 -1.522
C 0.905 -1.851 -1.798
C 1.089 -2.197 -3.096
C 0.975 -1.229 -4.096
C 0.044 1.777 -1.941
P 0.506 2.253 -0.192
Nd 0.121 -0.041 0.745
P 0.085 -2.570 0.909
C 1.118 -2.831 -0.633
O -3.049 2.438 -1.802
O -3.306 1.501 0.743
H 0.572 0.871 -4.479
H 1.339 -3.239 -3.353
H 1.125 -1.488 -5.148
C 2.178 2.720 -0.147
C -0.548 3.475 0.384
H 0.944 -3.864 -0.955
H 2.162 -2.745 -0.290
H -1.072 1.882 -1.973
H 0.470 2.551 -2.597
C 0.937 -3.200 2.267
C -1.475 -3.277 0.683
H -2.569 0.849 0.594
H -3.149 1.828 1.641
H -3.236 2.249 -0.847
H -3.489 1.717 -2.261
H 1.846 -0.163 1.123
H -1.586 -0.062 0.214
H 2.254 3.650 -0.707
H 2.493 2.889 0.899
H 2.851 1.961 -0.574
H -0.412 4.344 -0.262
H -1.609 3.162 0.374
H -0.278 3.725 1.418
H -1.326 -4.353 0.628
H -2.124 -3.035 1.544
H -1.984 -2.912 -0.222
H 0.981 -4.280 2.135
H 1.952 -2.781 2.367
H 0.386 -2.956 3.187
C 0.797 0.559 4.003
C -0.363 0.466 3.065
O -1.484 0.578 3.366
H 1.742 0.398 3.491
H 0.664 -0.206 4.786
H 0.789 1.563 4.461